10
Properties=species:S:1:pos:R:3:forces:R:3:mulliken_charge:R:1 method="wB97M-V/def2-TZVPD" e_homo_ev=-9.38 fmax_ev_per_a=8.98 de_lowest_kcal_mol=167.5 homo_lumo_gap_ev=9.76
C 0.29500 -0.59564 1.11795 -0.2 -0.2 1.4 -0.659
O -0.42600 0.33261 0.24903 7.7 2.0 -4.2 -0.178
H -2.14610 -0.36907 0.57913 -0.5 0.1 -2.1 0.007
H -0.38626 -1.41311 1.39335 -0.1 0.4 -0.2 0.275
H 0.54102 -0.01643 2.01419 -0.1 -0.3 -0.1 0.268
H 1.22603 -1.05088 0.76247 -0.5 0.5 -0.7 0.310
C 0.59970 0.74988 -0.89579 -3.2 -0.6 1.7 -0.584
C 0.84999 1.02864 -2.05079 -0.4 -0.1 1.5 0.141
H -1.61352 -0.06644 -0.14404 -3.2 -1.7 2.5 0.009
H 1.06014 1.40044 -3.02549 0.3 -0.1 0.0 0.412


179
Properties=species:S:1:pos:R:3:forces:R:3:mulliken_charge:R:1 method="wB97M-V/def2-TZVPD" e_homo_ev=-8.80 fmax_ev_per_a=3.11 de_lowest_kcal_mol=50.8 homo_lumo_gap_ev=9.46
C -4.84010 2.53597 1.37830 -0.8 -0.3 1.3 -1.523
C -4.10790 3.54293 0.58456 -1.9 2.0 -1.4 0.328
C -2.66315 3.59764 0.82061 0.8 -0.9 0.6 -0.146
O -2.39723 3.65708 2.22233 1.6 -0.4 -1.1 -0.505
C -0.95250 3.77131 2.34693 -0.8 0.3 0.8 -0.889
N -4.33137 3.37055 -0.88103 -1.2 1.5 0.5 -0.448
H -4.48886 2.54185 2.40233 -0.2 0.2 0.4 0.394
H -4.63581 1.55932 1.03156 0.4 -1.3 -0.6 0.224
H -5.93747 2.61761 1.37202 0.3 0.4 -0.1 0.398
H -4.49481 4.56639 0.80833 0.1 -0.6 0.0 0.413
H -2.22599 4.46965 0.38027 0.2 0.7 -0.6 0.313
H -2.21600 2.71702 0.31724 0.3 0.1 0.5 -0.245
H -0.81875 3.84805 3.45712 0.5 -0.1 -1.2 0.405
H -0.54578 4.63000 1.79666 -0.4 0.4 0.5 0.402
H -0.39529 2.97204 1.83834 -0.4 -0.5 0.6 0.203
H -5.35963 3.49483 -1.05107 1.4 -0.3 0.0 0.290
H -4.09278 2.44046 -1.14279 0.1 -1.2 -0.4 -0.004
C -5.59507 -0.21041 -3.46849 -1.2 1.1 -1.6 -1.567
C -4.29491 -0.67559 -2.88382 1.4 -0.3 -0.2 0.681
C -3.45518 -1.43674 -3.97327 -1.3 0.2 0.5 -1.174
O -2.14765 -1.66846 -3.52814 -0.5 0.9 0.8 0.361
C -1.38215 -2.19393 -4.55181 0.9 0.6 0.0 -0.404
N -3.54777 0.53644 -2.44785 -1.2 -0.3 0.1 0.260
H -5.44986 0.71717 -4.09539 0.2 -0.7 0.7 0.336
H -6.26892 0.07242 -2.67282 -0.3 0.1 0.2 0.365
H -6.17386 -0.84273 -4.18786 0.8 -0.2 0.9 0.329
H -4.50102 -1.34549 -1.97489 0.6 0.8 -1.3 0.192
H -3.48645 -0.86290 -4.97803 0.1 -0.8 1.4 0.337
H -3.92592 -2.42226 -4.06049 -0.3 0.0 -0.7 0.368
H -1.60022 -3.23050 -4.69125 0.1 -1.0 -0.2 0.228
H -0.32333 -2.00053 -4.31537 -0.4 -0.3 -0.1 -0.478
H -1.66332 -1.67791 -5.45558 0.3 0.2 -0.8 0.564
H -2.61162 0.28267 -2.20842 0.8 -0.4 0.0 -0.521
H -3.44690 1.16104 -3.23785 -0.1 0.1 -0.3 0.272
C 2.15572 -3.22610 -2.55673 0.3 -0.7 -0.3 0.170
C 3.31083 -2.20356 -2.72222 -1.1 -0.4 -0.5 -0.543
C 2.78493 -0.77654 -2.79114 0.2 0.7 -0.7 -0.009
O 1.75005 -0.57906 -3.73629 -0.6 0.0 0.3 0.221
C 1.98339 -0.82053 -5.11277 1.1 1.1 1.0 -1.113
N 4.35621 -2.26509 -1.72798 -0.1 0.3 0.9 -0.344
H 1.29019 -2.93397 -3.26255 1.2 -0.5 1.4 -0.097
H 1.92808 -3.21043 -1.47543 -0.6 -0.1 -0.6 -0.684
H 2.52358 -4.29060 -2.82397 -0.5 1.6 0.3 0.552
H 3.71111 -2.43792 -3.69025 0.6 0.1 -0.6 0.510
H 3.68359 -0.19773 -3.08368 -0.3 0.2 0.1 0.619
H 2.38292 -0.33271 -1.84749 0.4 -0.8 -0.4 -0.213
H 1.03951 -0.55972 -5.55298 -0.2 0.2 -0.7 0.264
H 2.21911 -1.84974 -5.32661 0.2 -0.6 -0.1 0.389
H 2.82989 -0.16306 -5.45155 -0.7 -0.5 -0.1 0.282
H 4.12035 -1.52644 -1.04666 0.4 -0.7 0.1 -0.471
H 5.26916 -2.00175 -2.09529 -0.3 -0.2 -0.1 0.492
C -0.70792 1.06726 6.63467 1.9 -0.8 -0.8 -1.636
C -0.84278 0.25646 5.30269 -0.5 -1.1 1.3 1.239
C -2.21834 -0.38082 5.24017 -2.5 0.3 -0.1 -0.925
O -2.44581 -1.42141 6.21681 0.8 0.8 0.5 -0.347
C -3.74563 -1.95116 6.36214 -1.5 -0.1 -0.2 -0.687
N -0.52368 0.98090 4.05402 0.3 0.7 1.0 0.125
H -0.75763 0.42973 7.53261 -0.6 0.1 -0.5 0.407
H -1.37343 1.92994 6.68176 0.0 -0.1 0.0 0.317
H 0.36307 1.37473 6.63643 -0.7 0.4 0.1 0.461
H -0.23166 -0.66918 5.32850 0.4 0.7 0.3 -0.760
H -2.37981 -0.80767 4.27279 0.2 -0.5 -1.0 0.356
H -3.05848 0.36977 5.29123 0.7 -0.3 0.4 0.651
H -4.02951 -2.24308 7.41785 1.1 0.3 -1.0 0.251
H -3.89637 -2.83170 5.71207 0.3 0.1 0.2 0.184
H -4.57556 -1.26370 6.07538 0.8 0.1 0.0 0.324
H -1.34376 1.51860 3.76112 0.4 0.1 0.1 -0.037
H 0.26000 1.65927 4.25812 -1.3 -0.9 -0.4 0.259
C 3.01327 2.62862 -4.11877 -1.7 0.5 1.2 -0.696
C 2.74730 4.01554 -3.45137 -0.7 -0.2 -0.3 -0.315
C 1.42748 4.09437 -2.72041 0.5 1.6 0.3 0.797
O 1.11250 5.49127 -2.50580 0.0 -0.5 0.2 -0.530
C 0.38519 5.88073 -1.30048 1.6 -0.2 -1.3 -0.176
N 3.86414 4.33780 -2.53977 0.2 0.0 -0.6 -0.603
H 4.04281 2.72113 -4.38941 0.6 -0.6 -0.8 0.454
H 2.27585 2.35441 -4.94895 1.3 0.6 1.0 0.419
H 2.91765 1.88380 -3.29958 0.1 0.2 -0.6 -0.327
H 2.70457 4.78498 -4.22097 -0.1 0.1 -0.3 0.337
H 1.55367 3.67729 -1.75066 0.0 -0.9 1.0 -0.239
H 0.69045 3.56983 -3.29061 -0.8 -0.2 -0.3 0.136
H 0.65758 6.92059 -1.23402 -0.2 0.5 0.3 0.362
H 0.71645 5.37327 -0.40206 0.3 -0.4 0.1 -0.069
H -0.65620 5.76166 -1.44033 -1.1 -0.2 -0.1 0.059
H 4.56461 4.64804 -3.20599 0.7 -0.2 0.4 0.266
H 3.68040 5.19451 -2.02437 -0.5 -0.1 0.1 0.222
C 2.14114 -2.95414 4.88487 -1.8 0.6 2.0 -2.084
C 0.86070 -3.05506 4.07079 1.8 -1.3 -1.7 2.137
C 1.07964 -4.06601 2.89061 -0.5 -1.3 0.7 0.194
O 2.19691 -3.74530 2.06979 -0.2 0.1 0.3 -0.293
C 2.39202 -4.53243 0.88256 -0.2 1.1 0.3 -0.281
N -0.30829 -3.44374 4.85912 1.4 0.7 0.8 -0.523
H 2.97085 -2.66699 4.31474 1.1 0.3 -0.9 0.465
H 2.36986 -3.83781 5.44488 0.1 -0.9 0.0 0.400
H 1.96366 -2.20213 5.69573 0.3 -0.1 -0.6 0.436
H 0.80723 -2.09480 3.58830 -0.7 0.8 -0.3 -1.021
H 0.12155 -4.17294 2.37675 0.0 0.6 -0.8 -0.427
H 1.14101 -5.11548 3.30577 0.6 0.8 0.1 0.207
H 1.38816 -4.71226 0.47400 0.4 -0.1 -0.4 -0.038
H 2.89326 -5.45534 1.12842 0.0 -0.6 0.2 0.349
H 3.08022 -3.98232 0.17037 -1.0 -0.3 0.9 0.145
H -1.08015 -2.87373 4.56899 -0.6 0.1 -0.2 0.008
H -0.06243 -3.05844 5.78697 -0.7 -0.6 -0.3 0.459
C -2.11744 -1.91983 1.39850 1.1 0.4 -0.8 -0.891
C -1.60454 -1.62995 -0.03663 0.0 1.7 1.5 0.729
C -1.50660 -0.07280 -0.18154 0.3 -1.6 -1.6 -1.195
O -0.76626 0.15071 -1.42120 -0.2 0.7 2.0 0.416
C -0.15972 1.43283 -1.36812 1.5 -0.8 -1.6 0.923
N -0.24431 -2.14577 -0.36788 -2.2 -0.8 0.5 1.355
H -2.14494 -2.95472 1.61852 -0.3 -1.4 -0.2 -0.241
H -3.13418 -1.53931 1.45552 0.0 0.3 0.5 0.783
H -1.41247 -1.55604 2.14683 -0.2 0.7 0.1 -0.319
H -2.44767 -1.95045 -0.65603 0.5 -0.3 -0.7 -0.479
H -1.00514 0.41132 0.64482 0.3 -0.1 0.4 0.123
H -2.47314 0.37496 -0.35263 -0.6 0.1 0.6 0.582
H 0.33713 1.70150 -0.40599 -0.6 -0.3 -0.4 -0.056
H -0.90950 2.17983 -1.66210 0.4 0.3 0.1 -0.635
H 0.67710 1.30442 -2.12996 -1.1 0.8 0.7 -0.478
H -0.11667 -1.72824 -1.28282 0.6 -0.3 -0.3 -0.383
H -0.43960 -3.15202 -0.49216 0.6 0.4 -0.1 -0.438
C 2.81770 -0.02615 2.82627 -0.5 0.3 -1.0 -1.671
C 3.13229 -0.95828 1.68249 -0.4 -1.5 0.6 1.387
O 3.57746 -0.34358 0.50513 0.1 0.8 -0.4 -0.188
O 1.81798 0.97464 2.54505 0.4 -0.6 -0.1 0.239
H 3.71791 0.47545 3.05875 1.0 1.2 0.2 0.520
H 2.60228 -0.56281 3.72385 -0.6 -0.6 0.5 0.261
H 2.26032 -1.61184 1.46952 0.4 0.6 -0.2 -0.684
H 3.92515 -1.67277 2.03450 -0.5 0.6 -0.1 0.227
H 3.69815 0.62012 0.59094 -0.1 -0.3 0.0 -0.224
H 0.91099 0.62527 2.64449 0.3 -0.2 0.2 -0.271
C 3.36920 5.33004 1.48723 0.9 -0.9 0.2 -0.495
C 3.33235 3.87120 1.86578 -1.1 0.9 -1.0 -0.025
O 2.07477 3.41667 1.44179 -0.7 -1.0 -0.3 0.343
O 4.72803 5.68438 1.69848 0.2 1.8 1.1 -0.538
H 2.73938 5.85802 2.18764 -0.6 0.5 -0.3 0.516
H 3.15480 5.48951 0.42818 -0.5 0.0 0.2 -0.178
H 3.47968 3.80766 2.91673 0.0 -0.3 1.2 0.349
H 4.16239 3.43506 1.37052 0.7 -0.9 -0.6 -0.023
H 1.95801 2.44934 1.60272 0.4 0.7 0.2 0.034
H 4.65264 6.39765 2.36585 0.8 -0.6 -0.7 0.354
C -3.63913 -5.41555 2.57100 -0.2 -2.1 -0.4 0.060
C -2.62328 -6.62410 2.65687 -1.2 1.2 0.4 -0.806
O -1.40309 -6.14939 2.14768 1.3 -0.2 -0.3 -0.301
O -4.19575 -5.26511 1.25375 0.1 -0.1 1.1 -0.601
H -3.06284 -4.55427 2.90349 -0.3 0.3 0.1 -0.170
H -4.51582 -5.65061 3.22001 0.8 0.4 -0.2 0.390
H -3.01081 -7.46810 2.11212 -0.2 -0.4 -0.6 0.342
H -2.54292 -6.96539 3.68173 0.2 0.2 0.5 0.505
H -0.62672 -6.68014 2.41826 -0.9 0.3 -0.1 0.225
H -3.52306 -5.54288 0.61947 0.3 0.4 -0.2 0.430
C -1.02646 -5.26480 -2.60234 -1.6 0.5 -1.5 0.367
C -2.36845 -5.52360 -1.85924 2.0 -1.0 -0.5 -0.810
O -2.15450 -5.19663 -0.52058 -1.0 1.0 0.6 -0.353
O -0.03371 -5.95860 -1.86799 0.2 0.6 -0.3 -0.716
H -0.81670 -4.15054 -2.68200 -0.1 -1.3 0.2 -0.284
H -1.14967 -5.70769 -3.64906 0.4 0.7 1.1 0.365
H -2.44681 -6.61807 -1.87947 -0.7 0.0 -0.5 0.283
H -3.24086 -5.02608 -2.26734 0.0 0.1 0.0 0.452
H -1.41495 -5.72624 -0.24219 0.7 -0.3 0.5 0.275
H 0.74259 -5.38957 -1.93596 0.2 -0.3 0.2 0.316
C 6.87593 1.44163 -0.31389 -0.1 -0.3 0.5 -0.629
C 5.61755 1.42463 -1.16551 -0.2 -0.5 -0.3 0.473
O 4.68149 2.28916 -0.58808 -1.3 1.2 -0.4 -0.217
O 7.68807 0.41253 -0.83536 -0.3 -0.4 -0.6 -0.549
H 6.65816 1.27878 0.78109 -0.2 0.1 -1.0 0.203
H 7.36408 2.40186 -0.39548 0.2 0.5 0.0 0.408
H 5.23732 0.38350 -1.20392 0.1 0.4 0.3 -0.290
H 5.80133 1.65764 -2.22778 0.3 0.3 0.3 0.372
H 4.29223 2.99096 -1.22339 1.0 -1.3 0.6 0.050
H 8.51345 0.34522 -0.37734 0.6 0.1 0.5 0.307
C -2.84443 5.36969 -3.73591 0.3 -0.2 -1.0 -0.495
C -1.86166 4.72184 -4.71729 0.1 -1.1 1.2 -0.406
O -1.72679 3.33538 -4.38781 0.4 -0.4 1.1 -0.479
O -2.52580 5.02713 -2.43099 0.2 -0.4 1.1 -0.293
H -3.85009 5.04550 -4.04248 0.1 0.2 0.3 0.329
H -2.71406 6.43909 -3.83670 -0.4 0.5 -0.1 0.320
H -0.87648 5.18942 -4.76004 0.0 0.2 0.2 0.176
H -2.28429 4.69129 -5.69016 -0.4 0.4 -1.0 0.427
H -1.54683 3.24332 -3.41262 -0.3 0.5 -1.4 0.123
H -3.19652 4.47592 -1.96195 -0.1 0.1 -0.3 0.287


20
Properties=species:S:1:pos:R:3:forces:R:3:mulliken_charge:R:1 method="wB97M-V/def2-TZVPD" e_homo_ev=-9.64 fmax_ev_per_a=3.14 de_lowest_kcal_mol=35.1 homo_lumo_gap_ev=10.12 smiles=c1cncnc1.c1cncnc1
N 0.74628 -2.54867 5.22535 -0.5 -1.7 1.1 -0.510
N -1.48807 -1.71914 5.28113 -0.3 -0.5 0.4 -0.523
C -0.17017 -1.60362 5.37310 0.5 1.0 -1.0 -0.012
C 0.24608 -3.82598 5.29470 0.1 0.9 -0.6 -0.037
C -1.94654 -2.96064 5.21510 -0.7 -0.1 -0.6 -0.039
C -1.11645 -4.07475 5.27460 0.2 -0.3 0.3 -0.277
H 0.16617 -0.55970 5.42519 0.2 -0.5 0.1 0.357
H 0.92173 -4.69123 5.27350 0.1 0.7 0.0 0.342
H -3.02027 -3.05088 5.00401 0.4 -0.1 0.4 0.372
H -1.48223 -5.10973 5.29965 0.0 0.6 -0.1 0.327
N -4.49856 -2.10983 -2.72009 1.7 -2.4 1.2 -0.551
N -5.31846 0.01720 -2.91489 0.0 1.9 0.8 -0.544
C -5.28009 -1.23170 -3.24580 -0.7 -0.3 -1.3 0.067
C -3.69377 -1.78556 -1.68952 -0.8 0.7 -0.7 0.061
C -4.54842 0.39279 -1.89000 -0.9 0.4 0.8 -0.016
C -3.74782 -0.48741 -1.14200 0.9 -0.8 -1.3 -0.517
H -5.93238 -1.53541 -4.07519 0.3 -0.1 0.3 0.365
H -3.00845 -2.58581 -1.38048 -0.3 0.5 0.2 0.389
H -4.77623 1.43321 -1.62307 0.9 -0.3 0.2 0.395
H -2.98619 -0.22305 -0.39659 -0.9 0.3 -0.1 0.351